A 2-piece molecular cluster, CHN4 overall in a non-equilibrium geometry. Source: the OMol25 dataset; level of theory: ωB97M-V with the def2-TZVPD basis set.

The geometry in XYZ format:
```
6
Properties=species:S:1:pos:R:3:forces:R:3
N 2.046 -0.897 -0.137 2.418 -4.280 -0.803
N -1.503 -0.046 -0.001 0.144 -0.930 -1.143
N -2.055 -1.063 -0.214 0.431 1.340 0.733
C 1.522 0.064 0.072 -2.197 5.396 0.868
N -0.869 0.952 0.088 -1.404 0.169 0.446
H 0.859 0.990 0.193 0.608 -1.696 -0.101
```
Positions in Å, forces in eV/Å.

The calculation puts the HOMO-LUMO gap at 7.99 eV. As for the net charge: -1. As for the molar mass: 69.05 g/mol. The LUMO energy comes out at 4.81 eV.

C27H35ClN4O4P2Sr as an isolated structure in a non-equilibrium geometry. Source: the OMol25 dataset; level of theory: ωB97M-V with the def2-TZVPD basis set.

The geometry in XYZ format:
```
74
Properties=species:S:1:pos:R:3:forces:R:3
C 1.386 1.910 -4.664 -0.561 -0.321 -1.170
H -2.712 -2.818 1.621 0.185 -0.001 -0.185
C -0.882 -1.101 -3.329 0.281 -0.139 0.466
C 0.324 -0.478 4.249 0.826 0.338 0.290
H -1.294 -1.070 -4.348 0.141 0.142 0.475
C -1.372 -3.887 -1.220 -0.325 0.112 0.648
C -2.106 -3.025 0.746 0.717 0.267 -0.368
C -2.838 1.241 -3.784 -0.362 0.531 0.707
H 0.351 -5.410 -1.932 0.240 0.033 0.012
P -0.238 0.574 -2.771 -1.799 0.632 -3.209
C 2.648 5.031 3.877 0.276 0.338 -1.504
C -2.228 2.299 -1.881 -0.757 -0.240 -0.779
H -0.392 -1.570 0.834 -0.060 -0.211 0.041
C -2.385 -3.986 -0.274 0.936 0.454 -0.617
H -1.081 -0.613 2.610 0.243 -0.029 -0.132
H 1.226 -1.098 4.370 -0.209 0.567 0.236
O 4.000 3.171 5.443 -0.619 -0.911 0.812
H 0.229 1.420 -7.741 0.019 -0.013 -0.009
H -0.181 -3.156 -3.573 0.215 0.295 0.182
C 0.275 1.019 2.101 -0.132 -0.544 -0.186
H -1.445 1.590 6.192 -0.083 -0.082 -0.345
H -2.223 0.056 5.864 0.154 0.066 0.045
C -3.896 2.056 -3.407 1.057 -0.552 0.050
H 0.025 3.178 2.108 -0.270 -0.333 0.454
C 3.241 -3.854 -1.888 -0.662 -1.057 -0.111
H 2.857 5.687 3.015 -0.325 0.464 0.168
C 0.215 -2.174 -3.274 0.528 0.170 0.130
C 3.655 -5.141 -2.203 -0.583 0.781 0.141
Sr 3.798 2.948 3.108 -0.259 0.588 -0.158
N -0.424 -2.959 -0.783 -0.657 0.965 0.303
N 0.249 1.125 -4.441 0.968 -0.217 0.266
Cl 2.606 2.736 5.782 -0.917 0.299 -0.049
H -1.709 -1.359 -2.649 0.236 0.050 -0.083
H 3.795 -2.944 -1.726 0.075 -0.038 -0.019
H -2.302 0.473 3.437 -0.155 0.253 0.221
H 1.369 1.152 2.179 -0.171 0.176 0.100
O 2.674 1.671 6.738 -0.148 0.727 -0.407
H -1.568 2.549 -1.062 -0.135 0.032 -0.038
H 4.674 -5.466 -2.359 -0.122 0.108 0.046
H 2.441 -7.019 -2.508 -0.031 0.268 0.118
H -3.226 -4.665 -0.321 0.108 0.138 -0.039
H -4.118 3.416 -1.631 0.197 -0.111 -0.080
H 1.569 4.882 3.969 0.036 0.080 -0.209
C -3.513 2.718 -2.197 0.872 -0.340 0.027
C -2.137 1.306 4.124 -0.237 -0.229 0.785
H -1.602 3.395 3.853 0.104 -0.176 -0.386
C 1.392 -5.145 -2.006 0.721 0.022 -0.158
H 2.309 2.687 -6.519 0.026 0.054 0.091
C -0.414 2.267 2.555 0.670 0.558 0.066
C -1.347 2.394 3.489 -0.076 0.560 -0.214
C -0.187 0.120 5.320 0.131 -0.375 0.348
H 1.035 -1.931 -3.968 -0.202 -0.027 0.036
C -0.044 -0.323 2.804 0.078 -0.574 -0.567
O 1.816 3.866 6.211 0.984 -1.779 -0.002
H 0.603 -1.061 2.300 -0.420 0.191 0.020
P 1.015 -2.270 -1.575 -1.546 -2.862 -0.437
H -4.830 2.163 -3.946 0.200 -0.047 0.134
C -0.314 0.841 -5.687 0.981 0.575 -0.299
C -1.519 0.786 5.440 -0.180 0.382 -0.018
H 0.105 0.885 1.018 -0.013 -0.063 0.163
N 1.838 -3.842 -1.756 1.165 0.200 -0.269
C -0.921 -2.396 0.396 -0.437 -0.721 -0.359
H -2.752 0.563 -4.618 -0.097 0.201 0.164
C 0.442 1.455 -6.686 -0.237 -0.355 1.609
H 1.986 2.234 -3.830 0.027 0.050 -0.005
C 2.481 -5.959 -2.281 -0.373 0.970 0.244
N -1.800 1.385 -2.857 -0.503 0.294 0.877
O 2.026 2.185 4.490 0.869 0.255 1.499
H 0.387 0.098 6.259 -0.305 -0.405 -0.393
H -1.270 -4.383 -2.174 -0.069 0.016 0.247
H 2.997 5.505 4.790 0.189 0.041 -0.095
H -1.184 0.217 -5.786 0.103 0.146 -0.093
H -3.117 1.723 4.396 0.098 -0.189 -0.231
C 1.528 2.127 -6.034 -0.614 -0.448 0.999
```
Positions in Å, forces in eV/Å.

The calculation puts the HOMO-LUMO gap at 5.75 eV. As for the net charge: 0. As for the molar mass: 664.62 g/mol. The LUMO energy comes out at -1.28 eV.

A 2-piece molecular cluster, C5H14NS overall in a non-equilibrium geometry. Source: the OMol25 dataset; level of theory: ωB97M-V with the def2-TZVPD basis set.

The geometry in XYZ format:
```
21
Properties=species:S:1:pos:R:3:forces:R:3
H -0.274 -0.528 -2.104 -0.675 0.129 -0.427
H -0.009 -1.659 -0.040 -0.832 0.345 -0.723
H 1.173 0.343 -2.473 0.312 -0.436 0.530
H -3.777 1.111 1.370 0.224 -1.196 -1.929
C 0.560 0.313 -0.396 -0.590 1.085 1.504
H -4.457 -0.151 0.066 1.417 0.910 0.885
C -3.535 0.447 0.439 -2.721 1.673 0.003
H -3.320 1.105 -0.460 -0.002 -0.544 1.013
H 0.185 2.275 0.521 1.551 -1.391 -0.193
C 0.276 0.356 -1.818 0.733 0.662 -1.667
C 1.892 -1.640 0.349 1.563 3.569 1.191
H 0.099 -0.778 1.238 0.967 -0.056 0.415
H -0.090 1.350 -2.231 -0.486 -1.247 1.077
H 1.453 1.246 1.373 0.252 0.340 -0.630
N 0.596 -0.942 0.349 -1.023 -0.830 -2.194
H 2.457 -1.779 -0.559 -0.521 0.810 -0.829
H 1.748 1.988 -0.411 -0.464 -0.336 1.951
C 1.056 1.497 0.376 -1.126 1.406 -1.693
H 1.715 -2.565 0.682 -0.421 -3.485 1.850
S -2.203 -0.593 0.744 0.934 -0.607 -0.080
H 2.427 -1.001 1.052 0.910 -0.799 -0.054
```
Positions in Å, forces in eV/Å.

The calculation puts the HOMO-LUMO gap (alpha / beta) at 8.88 / 6.58 eV. As for the net charge: +1. As for the molar mass: 120.24 g/mol. The LUMO energy (alpha / beta) comes out at -4.14 / -5.66 eV.

A 2-piece molecular cluster, C2H3NO3 overall in a non-equilibrium geometry. Source: the OMol25 dataset; level of theory: ωB97M-V with the def2-TZVPD basis set.

The geometry in XYZ format:
```
9
Properties=species:S:1:pos:R:3:forces:R:3
O -4.540 0.686 -0.267 0.103 1.737 -0.696
N -1.456 0.313 0.460 -1.694 0.451 0.701
C -0.102 0.028 -0.039 -0.096 -0.942 2.713
C -4.242 -0.406 -0.100 -1.102 -0.450 0.748
O -1.895 1.447 0.392 1.870 -1.443 -0.120
H 0.407 0.988 -0.078 0.610 -0.370 -0.773
O -4.137 -1.521 0.154 0.808 -1.392 -0.073
H 0.389 -0.811 0.665 -1.069 2.239 -1.263
H -0.400 -0.567 -0.882 0.569 0.171 -1.238
```
Positions in Å, forces in eV/Å.

The calculation puts the HOMO-LUMO gap at 9.20 eV. As for the net charge: 0. Its SMILES is O=C=O.CN=O. As for the molar mass: 89.05 g/mol. The LUMO energy comes out at -0.12 eV.